Entry 1:
114
Properties=species:S:1:pos:R:3:forces:R:3:lowdin_charge:R:1 method="wB97M-V/def2-TZVPD" e_homo_ev=-7.382 e_lumo_ev=-0.86
H -1.76489 1.17538 3.55512 -0.072 0.277 -0.473 0.0736
H -4.80118 -0.66584 0.53131 -0.051 -0.331 0.520 0.0970
H -1.06158 -2.39266 -2.87893 0.692 -0.358 0.027 0.0255
C 1.95438 2.32549 3.43188 -1.081 -1.270 0.296 -0.1316
H -0.55450 4.57852 2.79192 -0.396 0.129 -0.417 0.1012
H -5.91203 1.28530 2.64519 0.007 0.926 0.414 0.0491
S 3.72920 3.21814 -4.82585 1.375 0.835 -0.677 0.6073
Cl -3.28310 -2.32589 -2.63049 -1.253 -0.251 -0.136 0.5731
C -3.76722 4.32695 -1.88794 0.638 -0.315 0.825 -0.0809
H -1.27962 -2.70703 3.12959 0.349 -0.839 -0.007 0.0683
H -2.68371 -2.05381 1.25827 -0.176 0.578 -0.073 0.0825
H 0.76037 0.59768 4.44291 -0.272 0.024 0.100 0.1308
H 2.79735 2.63034 4.05224 0.213 0.226 -0.306 0.1370
H 4.17817 -2.25321 4.13103 0.598 -0.206 0.481 0.0961
H -4.32001 2.83891 3.28481 0.268 -0.107 -0.531 0.0705
F 4.93130 3.77748 -2.50464 -0.406 0.196 -0.421 0.1325
C -5.90029 0.32241 2.19512 0.598 -1.612 -0.145 -0.1079
C -1.67432 -2.30840 -2.00234 0.302 0.952 -0.860 -0.9832
C 6.15089 -1.86675 -1.80712 0.050 0.079 -0.338 -0.0735
C 1.51726 0.76224 3.68034 0.451 0.970 -1.190 -0.1479
F 3.28642 5.12003 -3.09910 1.051 -0.389 -0.026 0.1044
H 3.15949 -0.23814 4.77373 -0.321 -0.477 -0.844 0.1288
S -1.85949 4.76540 0.18460 -0.317 -1.139 -0.636 1.1458
C 3.22749 -3.44040 1.07033 -0.084 0.029 -0.026 -0.0948
H 7.05828 -1.87005 -1.26145 0.723 0.215 0.637 0.0926
H -3.02775 3.16210 4.33880 0.279 -0.321 -1.305 0.0968
F 1.37504 1.26573 -6.43789 -0.325 0.772 -0.808 0.1975
H 4.88931 -2.16027 -0.10477 0.204 -0.126 0.634 0.0795
H -5.78069 -0.42518 3.00423 -0.037 0.387 -0.483 0.0559
H -1.52534 -3.06672 -1.27070 0.115 -0.365 0.432 -0.0013
O 2.82015 3.97906 -5.63825 0.638 -0.596 0.208 -0.2645
F 5.25047 5.19047 -4.13037 -0.869 -0.414 0.562 0.1223
H -3.36813 1.29607 5.50562 0.162 0.059 -0.084 0.0730
C 2.63078 -2.31246 0.62979 -0.269 -0.158 -0.264 -0.3694
C -3.84587 -2.35634 2.99087 -1.326 1.171 -0.396 -0.1096
C -2.60103 3.98153 -1.19511 -0.123 0.360 -0.896 -0.4365
F -0.33018 0.59685 -5.21704 -0.481 0.799 -0.348 0.1534
C -3.22213 2.71915 3.30431 -0.604 1.944 1.201 -0.1416
C -4.78502 0.25617 1.12465 -0.918 0.427 0.267 -0.5470
F 1.53378 -0.38061 -5.10700 0.401 -0.057 0.131 0.1111
H -6.87118 0.15386 1.74453 -0.264 -0.019 -0.177 0.0739
H -0.98870 -5.72967 0.38340 0.704 0.322 -0.126 0.1172
C 0.97418 0.83562 -5.28018 0.503 -2.171 0.496 -0.6959
H 1.25325 -6.86912 -2.98939 0.038 0.624 0.118 0.1159
H -5.06988 3.74400 -3.32889 -1.159 0.056 -1.099 0.0889
C -2.16485 2.16267 -2.79498 1.119 0.330 0.927 -0.0500
C 0.18671 3.84488 2.51131 -0.739 0.511 1.574 -0.0648
C -3.45019 0.62369 4.64707 0.224 -0.408 -0.007 -0.1081
H -0.64639 -1.28767 2.25794 0.233 -0.044 0.034 0.0442
C -0.70560 3.47263 0.16472 1.127 1.235 0.691 -0.5207
N -0.76527 2.63125 -0.81854 0.307 -0.468 0.211 0.0554
C 1.03032 -6.08187 -2.25616 0.719 -1.136 -0.783 -0.1123
C -0.16804 -5.48780 -0.31446 -1.330 0.920 0.893 -0.0889
C -3.31457 2.48367 -3.43542 -0.225 0.755 0.986 -0.0547
C -4.10915 3.54379 -2.96605 0.266 -0.007 0.542 -0.0695
C 1.32549 -0.23225 1.15470 1.058 -0.428 -0.072 -0.1364
H -4.31267 1.17414 -0.68838 0.626 0.761 -0.499 0.0470
C 0.41462 -4.22087 -0.35855 0.827 -0.204 -0.031 -0.1389
O 0.75354 3.13990 -4.11409 0.451 -1.812 0.901 -0.2444
H 0.19307 -3.47909 0.38117 -0.377 0.240 0.514 0.0943
C 3.80098 -2.29455 -1.95126 0.429 0.621 1.620 -0.3736
N 3.05061 2.02389 -4.00633 -0.120 -0.217 0.204 -0.2653
In 1.08613 1.07140 -0.66297 -0.449 0.227 0.565 0.9401
C 2.61198 -0.25630 3.80339 0.502 0.356 0.108 0.0185
C 1.42737 2.71775 0.80914 2.030 -2.083 -0.252 -0.0836
H -5.00917 2.30088 0.59647 0.222 0.280 -0.616 0.0777
H -4.83999 -2.41311 2.47044 0.968 0.005 0.136 0.0773
C 5.06676 -1.75669 -3.93766 -0.268 -0.822 -1.099 -0.0742
P -3.02757 0.32871 1.74233 0.281 -0.807 -0.213 1.0805
H -3.01430 -0.34967 4.94927 0.273 0.698 -0.359 0.0611
H 5.17034 -1.69528 -5.06016 -0.468 0.131 1.434 0.1283
H 3.09009 1.55192 1.69616 -0.510 0.307 0.094 0.1542
C 1.42962 -3.89618 -1.27525 -0.523 -0.897 -0.526 -0.3358
O 5.00937 2.77808 -5.30076 -0.684 -0.461 -0.435 -0.2712
H -4.10523 -1.90422 3.95797 0.346 -0.324 -0.071 0.0541
S 1.51489 1.91558 -3.93091 -0.898 1.950 -0.062 0.6332
C 6.21799 -1.66103 -3.17945 0.119 -0.304 -0.720 -0.0865
H 4.37892 -4.25518 2.70247 0.740 -1.210 0.528 0.0837
H 0.12716 1.30813 2.07855 -0.406 -0.567 0.219 0.1099
H -0.33718 -7.41037 -1.38450 0.381 1.255 0.672 0.1276
C 0.14682 -6.39819 -1.27035 -1.177 -2.420 -0.764 -0.1215
C 2.27434 -1.16658 1.49256 -0.785 -0.063 -1.006 -0.2003
H -1.51562 1.35803 -3.14049 -0.288 0.259 0.213 0.0694
C 3.79035 -2.29915 3.13951 -1.237 -0.107 -0.836 -0.0106
C 1.69497 -4.89032 -2.25167 0.589 1.598 0.325 -0.0766
H -1.44735 -1.14339 3.85970 0.290 -0.211 -0.511 0.0705
Cl -1.34337 -0.69649 -1.32974 -0.115 -0.063 0.480 0.5881
H 2.44550 -4.74827 -3.00451 0.341 0.343 -0.243 0.0945
H -3.49582 -3.37661 3.12974 0.141 -0.030 0.072 0.0690
O 1.19937 0.98788 -2.81010 -0.126 0.389 0.410 -0.4040
H 0.48562 3.51140 4.54435 -0.257 0.598 0.860 0.1023
C -2.79245 -1.51209 2.21755 -0.219 -0.517 -0.200 -0.5321
C 4.33953 4.37876 -3.54544 -0.461 0.988 0.392 -0.6321
H -2.76069 3.38838 2.52836 -0.370 -0.952 0.649 0.0426
C 2.08995 1.97148 1.93003 1.163 -0.138 0.151 -0.2278
C -1.81887 2.91321 -1.65375 -0.448 -0.170 -0.121 -0.2883
P 2.19863 -2.20449 -1.11279 -1.236 -0.683 -0.803 1.0988
C -5.05486 1.34536 0.06802 1.411 -0.280 1.486 -0.1245
H 7.14241 -1.52602 -3.76157 -0.236 0.140 0.846 0.1137
C 2.89763 -1.14940 2.81075 0.552 -0.586 1.751 -0.1431
C 0.79084 3.29094 3.55536 1.252 -0.947 -0.187 -0.0260
C 4.95155 -2.11153 -1.16153 0.032 -0.061 -1.664 -0.0687
C 3.83963 -3.42339 2.37480 -0.411 1.965 0.431 -0.0581
C 1.08003 0.79832 2.19254 0.258 0.681 -0.222 -0.3025
C -1.43986 -1.67968 2.88649 -0.333 1.203 0.855 -0.1324
C 3.87039 -2.12594 -3.30912 -0.422 0.276 -1.648 -0.1200
H 2.94230 -2.24459 -3.89468 0.586 0.173 0.184 0.1037
H -4.48656 0.36685 4.56130 -0.796 0.242 -0.251 0.0423
C -2.84656 1.27395 3.35548 0.158 -1.850 1.133 -0.5544
H -5.98158 1.24807 -0.41641 -1.544 -0.244 -0.353 0.0596
H -3.58886 1.81561 -4.19063 -0.808 -0.423 -1.362 0.0971
H -4.39933 5.10363 -1.46391 -0.070 -0.094 -0.461 0.1140
H 3.28719 -4.35935 0.43885 0.122 1.011 0.500 0.1367
C 0.38918 3.43049 1.15696 -1.359 0.752 -1.469 -0.3028


Entry 2:
113
Properties=species:S:1:pos:R:3:forces:R:3:lowdin_charge:R:1 method="wB97M-V/def2-TZVPD" s_squared=3.788 e_homo_ev="-3.065 / -4.057" e_lumo_ev="2.34 / 2.32" multiplicity=4 charge=-1
H -1.60987 -2.16149 4.42221 0.069 -0.058 0.051 0.0833
H 0.96537 -6.28581 0.83449 -0.019 -0.030 -0.043 0.0975
C -0.50163 1.96865 -0.51677 -0.289 0.475 -0.580 -0.3350
H -2.59944 -1.23117 -1.62980 -0.107 0.048 0.022 0.0649
C 4.28561 -0.64816 -2.20454 -0.171 -0.057 0.172 -0.0381
C 1.56693 1.84395 1.59908 -0.025 1.050 0.485 -0.1879
C 2.62675 -2.45309 3.83874 0.136 0.067 -0.008 -0.0558
C 0.03168 -0.93581 -2.23995 0.172 0.264 -0.326 -0.0247
C 3.28304 -4.52536 -0.85326 0.005 -0.291 0.105 -0.2549
H 5.45712 0.73979 -3.34735 0.010 -0.023 0.009 0.0917
C 1.18829 0.47288 -4.32540 0.049 0.112 -0.185 -0.0342
H -2.24048 7.25585 -3.22572 -0.013 -0.005 -0.014 0.0971
C 1.86304 -6.08825 0.25560 0.042 -0.048 0.032 -0.1218
H -3.89449 -1.50256 -0.43155 -0.099 0.050 -0.080 0.0710
C -4.12680 -0.48035 2.95365 -0.039 0.097 -0.189 -0.0693
H -2.59859 -0.33038 -0.09774 0.000 0.072 0.106 0.0604
O -3.97333 3.18446 -2.84292 0.148 0.076 0.021 -0.0801
C -1.97982 -2.40311 0.07942 -0.083 0.102 0.038 -0.5761
C 1.40367 -2.33596 4.47986 -0.224 0.158 -0.100 -0.1221
C 2.60380 2.06133 2.51058 -0.057 0.117 -0.017 -0.1277
N -5.90268 -3.59603 3.83058 -0.060 0.047 0.093 0.0828
C 2.78864 -1.67476 2.71054 0.120 -0.072 -0.023 -0.1069
H 2.59521 2.94881 -4.30888 -0.010 -0.011 0.014 0.0908
H -1.21130 6.46233 1.84418 -0.024 -0.021 -0.019 0.0876
C 2.71384 -7.13420 -0.09737 -0.103 -0.017 0.032 -0.1200
C -2.83027 -1.29038 -0.56040 0.030 -0.115 0.152 -0.0646
H 4.55393 -7.65874 -1.06965 -0.008 0.004 -0.009 0.0903
C 3.42525 1.46861 -0.74289 0.170 0.509 -0.190 -0.1174
C 2.83688 -2.12003 -0.82387 -0.388 -0.628 0.146 -0.3392
H 1.57142 4.25041 -3.64562 0.024 -0.012 0.000 0.0846
C 0.47635 3.82653 2.51903 0.136 0.122 -0.054 -0.2301
H 0.89885 3.11907 -4.83739 0.003 0.008 0.020 0.0979
H -3.45908 1.16095 -2.86399 -0.023 0.016 0.048 0.0876
H 3.40652 -3.10652 4.19783 0.011 0.001 -0.018 0.0930
H 3.44589 1.37307 2.52048 -0.010 -0.008 0.056 0.0894
C -4.88929 -2.64598 3.68139 0.070 0.098 0.113 -0.3330
C -4.10451 1.86520 -2.33130 -0.125 -0.109 0.041 -0.0709
V 1.30329 0.06210 0.68440 -0.598 -0.490 -1.795 0.8305
H -0.23958 5.48303 0.73276 0.039 -0.051 -0.018 0.0793
H -3.24610 -3.86436 -0.91997 0.004 -0.026 -0.019 0.0668
C 0.92083 1.11144 -3.12423 0.105 0.090 0.274 -0.2215
H 0.23905 4.30610 -1.37187 0.018 -0.014 0.087 0.1130
C -1.69578 3.62433 -1.93679 -0.052 0.125 0.097 -0.1417
O -0.56429 4.72409 2.64688 -0.164 -0.205 0.002 -0.0918
H -3.41425 -3.84718 4.67097 0.020 0.006 0.010 0.1062
H -1.91939 5.02266 1.09170 0.050 0.009 -0.038 0.0841
N -1.47338 2.31247 -1.45179 0.090 -0.165 0.157 0.1467
H 1.11697 -1.36695 -5.41907 -0.018 0.018 -0.036 0.0954
C 0.63953 -0.84187 2.93038 0.122 -0.354 0.949 -0.4410
H 1.64623 1.01073 -5.14438 -0.010 0.029 0.039 0.0975
C -2.60204 -1.96498 4.05311 -0.024 0.019 -0.072 -0.0554
C -2.07720 6.24641 -2.87146 -0.013 -0.064 0.010 -0.0986
H 2.45771 -8.15465 0.16046 0.046 0.015 0.076 0.0903
H 4.56751 -1.50125 -2.80661 -0.004 -0.016 -0.003 0.1043
C 0.28410 -1.56928 -3.44940 0.036 0.075 -0.175 -0.0702
C -2.17835 -3.68166 -0.76711 0.102 0.117 0.236 -0.0901
H -0.08715 6.61920 -2.14395 0.005 -0.010 0.013 0.1017
C 1.58309 3.21772 -3.98851 0.048 0.042 -0.054 -0.0826
H -5.13810 1.58709 -2.52857 0.011 0.006 0.001 0.0924
H 1.42335 4.76227 4.17775 -0.016 0.051 -0.048 0.1094
H 0.02381 -2.61434 -3.56433 0.001 -0.022 -0.001 0.1003
S -1.58505 0.48747 3.10875 -0.040 0.671 0.203 0.6497
H -5.57511 -4.54721 3.86982 -0.040 -0.025 -0.043 0.0801
H -4.31139 0.47012 2.47235 -0.007 -0.051 -0.039 0.1060
C 1.50104 3.97154 3.44308 -0.020 -0.056 0.044 -0.0263
C -3.61357 -2.89830 4.18520 -0.002 -0.017 -0.039 -0.0356
C -3.06100 5.29082 -3.02478 -0.011 0.086 -0.065 -0.0206
O -2.23247 1.39703 2.18028 0.031 -0.251 -0.036 -0.3355
O -1.24042 1.04154 4.39420 0.083 -0.310 0.010 -0.2936
N -0.49408 2.73472 0.59661 0.007 -0.149 0.193 0.1420
C -5.14340 -1.40801 3.09539 -0.036 -0.122 0.031 -0.0373
H -3.91422 1.80730 -1.26105 0.008 0.004 -0.028 0.0908
C 4.77460 0.59923 -2.51987 0.034 0.076 -0.056 -0.0952
C 2.12530 -4.78438 -0.12234 -0.172 0.566 0.246 -0.3599
N 3.55181 -3.22266 -1.28372 -0.141 0.160 -0.150 0.1145
C 3.36991 -0.81501 -1.16011 0.552 0.268 -0.264 -0.1887
N 0.43279 -1.54610 4.05612 0.000 -0.130 0.112 0.1357
H -1.69066 -3.55969 -1.73793 -0.032 -0.021 -0.041 0.0630
C -0.88171 5.89328 -2.26231 0.049 0.056 0.063 -0.1003
C 0.38617 0.39109 -2.04030 -0.159 -0.024 -0.733 -0.1854
C 3.87332 -6.86087 -0.79937 0.066 -0.002 -0.031 -0.1218
C -0.70295 4.60106 -1.80969 -0.038 -0.095 -0.130 -0.0542
C -1.00078 5.44354 1.51108 0.011 0.192 0.005 -0.0872
N 1.83248 -0.88040 2.25529 0.176 -1.448 2.528 -0.0239
H 3.71473 -1.68396 2.14476 -0.041 -0.006 -0.067 0.1248
C -2.84743 -0.76251 3.40474 0.422 -0.062 -0.323 -0.2591
C 2.58030 3.10572 3.42360 0.077 -0.003 0.014 -0.0979
H -2.39182 -2.61758 1.08203 -0.188 0.014 0.057 0.1176
N 0.29213 0.97236 -0.74816 -1.018 0.605 -0.607 0.0592
O 1.16310 2.43506 -2.89709 -0.004 -0.004 0.021 -0.0992
C 4.16530 -5.55110 -1.16627 -0.043 0.037 -0.032 -0.0481
C 4.33715 1.68437 -1.73888 -0.035 -0.228 0.026 -0.0802
H -1.41534 2.92899 0.96478 -0.067 0.005 -0.151 0.1210
H 5.06876 -5.32773 -1.72621 -0.006 -0.009 0.008 0.1024
H 3.06859 2.30109 -0.15561 -0.059 -0.069 0.046 0.1016
H -1.61326 1.57441 -2.12366 0.055 -0.014 -0.031 0.1208
H -6.14109 -1.18675 2.73269 0.012 0.039 -0.023 0.1050
N -0.25940 -0.05277 2.34778 -0.540 -0.353 0.101 -0.0855
O -0.66735 -1.98663 0.18110 -0.503 0.283 0.471 -0.5005
N 2.88594 0.25528 -0.43266 0.973 -0.368 -0.548 -0.0179
S 0.82387 -3.50121 0.21540 0.244 -1.713 -0.193 1.0534
N 1.73176 -2.16444 -0.17144 0.821 1.289 -0.270 -0.2441
H 1.17955 -2.91107 5.37393 0.069 -0.001 0.023 0.1084
C 0.88115 -0.87299 -4.48454 -0.031 -0.111 0.080 -0.0929
H -1.74071 -4.55156 -0.27834 -0.016 -0.066 -0.047 0.0447
H -4.00092 5.53644 -3.50185 -0.020 -0.048 0.010 0.1150
H -6.68376 -3.48035 3.20601 0.028 -0.054 -0.054 0.0786
H 4.49932 -3.05165 -1.56760 0.034 0.077 0.024 0.1149
C 0.52919 2.78236 1.58529 0.411 0.263 -0.102 -0.1787
H -0.39730 -1.46797 -1.39021 0.166 -0.006 0.051 0.0522
H 3.39187 3.24409 4.12989 -0.017 -0.029 0.021 0.0912
C -2.89503 3.98266 -2.57176 -0.104 -0.066 0.051 -0.2074
H 4.70377 2.68447 -1.92612 -0.054 0.043 0.068 0.0994


no.,DFT total energy (a.u.),maximum force (eV/A)
1,-5816.39072,2.92
2,-4558.61625,2.92